No. 1
Computed, not measured: 10 unconnected molecules or ions with the total composition C57H72F6N2O19S, with the ωB97M-V functional and the def2-TZVPD basis.

Geometry as XYZ:
```
157
C57H72F6N2O19S the ωB97M-V functional and the def2-TZVPD basis
H 0.9042 -1.9362 -1.1596
N 1.6052 -2.3936 -1.7522
C 2.4678 -1.5141 -2.0716
C 2.3494 -0.0772 -1.5290
C 1.1559 0.6922 -2.0947
C 0.1915 0.0827 -2.8944
C -0.8970 0.7872 -3.3532
C -1.1118 2.1287 -3.0698
C -0.1465 2.7411 -2.2775
C 0.9549 2.0409 -1.8008
C 1.9384 2.8050 -0.8920
C 1.1494 3.4818 0.2523
C 0.3454 2.5014 1.1289
C 1.1938 1.7580 2.1760
F 2.4347 2.2750 2.3529
F 1.3706 0.4754 1.7142
C 0.5231 1.6602 3.5652
F -0.7462 1.2864 3.5224
F 1.2336 0.8241 4.3402
F 0.6137 2.8818 4.1365
N -2.2595 2.8344 -3.5376
C -3.4679 2.1263 -3.3177
C -4.5904 2.7406 -2.7803
C -5.7593 2.0456 -2.5396
C -5.8834 0.6964 -2.8264
C -7.1706 -0.0783 -2.5253
C -6.8173 -1.5570 -2.3062
O -6.0024 -1.8987 -1.4899
F -7.4154 -2.5205 -3.0652
C -4.7758 0.0844 -3.4044
C -3.6124 0.7758 -3.6387
S -2.1644 -0.0053 -4.3497
H 3.2906 -1.8063 -2.7321
H 3.3129 0.4733 -1.6104
H 2.1653 -0.2010 -0.4436
H 0.2635 -0.9662 -3.1838
H -0.2925 3.7990 -2.0411
H 2.5053 3.5258 -1.4976
H 2.6465 2.0858 -0.4625
H 0.4412 4.2471 -0.0949
H 1.8800 4.0364 0.8663
H -0.4337 3.0975 1.6352
H -0.1964 1.7302 0.5656
H -2.3124 3.7104 -3.0274
H -4.5704 3.8040 -2.5295
H -6.6208 2.5491 -2.0972
H -7.9389 0.0654 -3.2930
H -7.5115 0.2635 -1.5369
H -4.7801 -0.9723 -3.6832
O 0.0271 -4.7511 -0.9507
C -0.8401 -4.1744 -0.3643
C -2.2506 -4.6678 -0.1162
C -2.9729 -3.3935 0.2989
C -1.8560 -2.5845 0.9359
O -0.6635 -2.9559 0.2235
H -2.2308 -5.4016 0.6849
H -2.6762 -5.0985 -1.0173
H -3.8166 -3.5630 0.9656
H -3.3451 -2.8770 -0.5881
H -1.7176 -2.8272 1.9931
H -2.0156 -1.5115 0.8393
O 3.2360 -2.2050 -5.9059
C 3.4413 -3.2967 -5.4605
C 3.8183 -4.5377 -6.2466
C 3.5563 -5.6489 -5.2370
C 3.8010 -4.9417 -3.9162
O 3.4059 -3.5806 -4.1374
H 4.8726 -4.4747 -6.5215
H 3.1996 -4.6383 -7.1344
H 4.1808 -6.5302 -5.3750
H 2.5128 -5.9634 -5.3012
H 4.8542 -4.9544 -3.6252
H 3.2071 -5.3637 -3.1074
O 4.9608 1.1034 -1.6141
C 6.0173 0.5657 -1.8021
C 7.3881 1.1638 -1.5728
C 8.2889 0.2024 -2.3386
C 7.5137 -1.1003 -2.2461
O 6.1284 -0.7120 -2.2217
H 7.6006 1.1593 -0.5021
H 7.4418 2.1753 -1.9667
H 9.2997 0.1309 -1.9409
H 8.3600 0.5184 -3.3812
H 7.7351 -1.6525 -1.3302
H 7.6925 -1.7502 -3.1000
O -1.6683 6.2639 2.0585
C -0.6877 6.6139 2.6487
C 0.0030 5.8656 3.7690
C 0.9017 6.9403 4.3686
C 1.1775 7.8300 3.1685
O -0.0088 7.7508 2.3591
H 0.5789 5.0450 3.3436
H -0.7175 5.4919 4.4912
H 1.8060 6.5517 4.8338
H 0.3493 7.4995 5.1266
H 2.0256 7.4785 2.5759
H 1.3529 8.8654 3.4530
O -1.6170 7.9952 8.8174
C -2.2935 7.2717 8.1499
C -3.6859 7.5628 7.6271
C -4.1717 6.1790 7.2120
C -2.8726 5.4819 6.8473
O -1.8781 6.0536 7.7130
H -3.6080 8.2408 6.7756
H -4.3090 7.9979 8.4036
H -4.8968 6.1902 6.3999
H -4.6325 5.6799 8.0664
H -2.5792 5.6678 5.8111
H -2.9236 4.4073 7.0107
O 5.9992 -6.8747 -1.8132
C 5.4168 -6.7554 -0.7743
C 5.0596 -5.4533 -0.0864
C 4.7087 -5.9180 1.3209
C 4.1958 -7.3262 1.0724
O 4.9393 -7.8054 -0.0619
H 4.2018 -5.0078 -0.5952
H 5.9028 -4.7675 -0.0912
H 3.9873 -5.2808 1.8297
H 5.6134 -5.9554 1.9314
H 3.1326 -7.3426 0.8222
H 4.3678 -7.9847 1.9217
O -8.0972 5.4276 -2.8896
C -7.8290 5.0882 -4.0047
C -8.2581 5.7729 -5.2862
C -7.9724 4.7029 -6.3332
C -6.8168 3.9414 -5.7052
O -7.0383 4.0235 -4.2871
H -7.6447 6.6632 -5.4331
H -9.3111 6.0387 -5.2510
H -7.7399 5.1000 -7.3200
H -8.8390 4.0461 -6.4315
H -5.8481 4.3928 -5.9318
H -6.7970 2.8966 -6.0087
O -4.1871 -6.5072 0.8484
C -3.9955 -7.5899 1.3187
C -3.6232 -8.8475 0.5620
C -3.9030 -9.9369 1.5903
C -3.6629 -9.2072 2.9012
O -4.0459 -7.8445 2.6504
H -2.5661 -8.7985 0.2947
H -4.2353 -8.9602 -0.3287
H -3.2847 -10.8254 1.4730
H -4.9483 -10.2444 1.5233
H -2.6120 -9.2230 3.1994
H -4.2648 -9.6083 3.7140
O 7.4812 -0.6089 2.9704
C 6.6816 -0.0298 3.6460
C 5.2833 -0.4989 3.9929
C 4.6332 0.7794 4.5068
C 5.8209 1.5371 5.0742
O 6.9382 1.1569 4.2521
H 5.3493 -1.2650 4.7673
H 4.7755 -0.8891 3.1144
H 3.8422 0.6104 5.2354
H 4.2060 1.3330 3.6706
H 6.0386 1.2568 6.1076
H 5.6852 2.6157 5.0246
```

As for the SMILES: [H]/N=C\Cc1cc2c(cc1CCCC(F)(F)C(F)(F)F)Nc1ccc(CC(=O)F)cc1S2.O=C1CCCO1.O=C1CCCO1.O=C1CCCO1.O=C1CCCO1.O=C1CCCO1.O=C1CCCO1.O=C1CCCO1.O=C1CCCO1.O=C1CCCO1. The frontier orbital gap is 0.2859 Eh. The calculation puts the LUMO energy at 0.370 eV. The largest force on an atom comes out at 2.0 eV/A.

=====

No. 2
Computed, not measured: a molecular structure, C57H74AsN4O3S3SrTe, with the ωB97M-V functional and the def2-TZVPD basis.

Geometry as XYZ:
```
144
C57H74AsN4O3S3SrTe the ωB97M-V functional and the def2-TZVPD basis
Sr 0.5515 -0.9489 -0.0086
S 3.9544 0.4195 3.2386
C 3.7732 1.7061 4.4060
C 4.8252 2.0521 5.2654
C 4.6908 3.0978 6.1649
C 3.5055 3.8156 6.2439
C 2.4485 3.4804 5.4091
C 2.5657 2.4507 4.4865
As 1.2270 1.9169 3.1616
C 1.6523 3.2825 1.8179
C 0.7568 3.5609 0.7837
C 1.0840 4.4548 -0.2269
C 2.3102 5.1037 -0.2134
C 3.1958 4.8628 0.8271
C 2.8734 3.9528 1.8252
C -0.3610 2.7328 3.9951
C -0.8357 4.0213 3.7664
C -1.9942 4.4717 4.3890
C -2.6921 3.6380 5.2503
C -2.2208 2.3562 5.5010
C -1.0674 1.9117 4.8724
H 5.7482 1.4896 5.2087
H 5.5212 3.3577 6.8122
H 3.4110 4.6378 6.9428
H 1.5181 4.0369 5.4708
H -0.2077 3.0717 0.7656
H 0.3758 4.6443 -1.0256
H 2.5680 5.8036 -0.9993
H 4.1426 5.3886 0.8678
H 3.5852 3.7646 2.6201
H -0.3093 4.6778 3.0830
H -2.3549 5.4764 4.2021
H -3.5999 3.9870 5.7272
H -2.7555 1.7034 6.1806
H -0.7088 0.9002 5.0399
C -0.8690 -1.8653 -4.0207
N -0.1734 -3.1336 -4.1669
C -0.5823 -3.9933 -5.2567
C 0.7059 -3.5320 -3.2424
O 1.0495 -2.8913 -2.2561
H -1.0578 -1.4435 -5.0065
H -0.2563 -1.1819 -3.4373
H -1.8148 -1.9972 -3.4889
H -0.4913 -3.4635 -6.2058
H -1.6209 -4.3086 -5.1336
H 0.0481 -4.8798 -5.2937
H 1.1380 -4.5235 -3.4560
C 2.0048 -4.5134 0.3856
S 1.6391 -3.1355 1.5033
O 0.2252 -2.7655 1.1534
C 1.4614 -4.1576 2.9719
C 2.5779 -4.7401 3.5525
C 2.4195 -5.5015 4.6979
C 1.1581 -5.6642 5.2551
C 0.0498 -5.0701 4.6698
C 0.2021 -4.3046 3.5237
H 1.1401 -5.1745 0.3849
H 2.9007 -5.0301 0.7230
H 2.1573 -4.0806 -0.6021
H 3.5597 -4.5941 3.1177
H 3.2796 -5.9620 5.1642
H 1.0404 -6.2490 6.1577
H -0.9306 -5.1950 5.1088
H -0.6402 -3.8171 3.0505
C 7.9933 2.2914 -1.5375
C 8.0516 1.8858 -0.0631
C 7.0702 0.7856 0.3483
C 5.5947 1.1871 0.3301
N 5.0267 1.1479 -1.0139
C 4.2538 0.1846 -1.5037
S 3.6712 -1.1120 -0.5869
N 3.9739 0.2092 -2.8287
C 4.0655 1.3364 -3.7453
C 4.6027 0.9137 -5.1131
C 6.1262 0.7561 -5.1684
C 6.6481 -0.5017 -4.4736
H 8.8519 2.9133 -1.7936
H 7.1019 2.8832 -1.7620
H 8.0118 1.4127 -2.1872
H 7.8783 2.7680 0.5588
H 9.0621 1.5323 0.1561
H 7.3066 0.4841 1.3706
H 7.2005 -0.0924 -0.2934
H 5.4656 2.1946 0.7298
H 5.0152 0.5158 0.9546
H 5.4208 1.8010 -1.6699
H 3.3473 -0.5273 -3.1103
H 4.7202 2.1041 -3.3342
H 3.0740 1.7864 -3.8620
H 4.3033 1.6759 -5.8359
H 4.1281 -0.0280 -5.4069
H 6.5932 1.6419 -4.7271
H 6.4259 0.7255 -6.2186
H 6.4165 -0.4960 -3.4090
H 7.7296 -0.5756 -4.5924
H 6.1979 -1.3931 -4.9140
C -2.7064 1.1501 1.2965
C -1.4633 0.5964 0.6242
O -0.3551 0.6610 1.2657
N -1.5234 0.0463 -0.5502
Te -3.5443 -1.2867 -0.9114
C -4.6308 0.4419 -1.5376
C -5.7512 0.8948 -0.8307
C -6.3002 0.1990 0.3858
C -6.4061 2.0469 -1.2626
C -5.9751 2.7699 -2.3615
C -6.6800 4.0226 -2.8041
C -4.8604 2.3066 -3.0501
C -4.1837 1.1610 -2.6576
C -3.0124 0.6984 -3.4816
C -5.3533 -2.5399 -0.8013
C -6.2659 -2.6272 -1.8571
C -6.0440 -1.9169 -3.1683
C -7.4187 -3.3945 -1.7007
C -7.6826 -4.0876 -0.5306
C -8.9546 -4.8725 -0.3555
C -6.7404 -4.0322 0.4911
C -5.5863 -3.2725 0.3703
C -4.6054 -3.2393 1.5164
H -2.4276 1.8197 2.1089
H -3.2673 0.3091 1.7083
H -3.3323 1.6660 0.5711
H -5.4993 -0.2160 0.9983
H -6.9548 -0.6256 0.0994
H -6.8793 0.8963 0.9905
H -7.2710 2.3909 -0.7061
H -7.4586 4.3063 -2.0977
H -7.1394 3.8849 -3.7846
H -5.9741 4.8502 -2.8871
H -4.5137 2.8560 -3.9191
H -2.7912 1.4168 -4.2710
H -3.2495 -0.2620 -3.9464
H -2.1270 0.5754 -2.8590
H -4.9767 -1.8429 -3.3771
H -6.4423 -0.9010 -3.1341
H -6.5315 -2.4497 -3.9848
H -8.1289 -3.4451 -2.5196
H -9.5064 -4.9317 -1.2925
H -9.5960 -4.3947 0.3873
H -8.7426 -5.8845 -0.0086
H -6.9175 -4.5885 1.4058
H -4.8903 -3.9505 2.2909
H -4.5676 -2.2424 1.9629
H -3.5980 -3.4833 1.1738
```

The spin multiplicity is 2. The frontier orbital gap (alpha / beta) is 0.1859 / 0.1328 Eh. The calculation puts the LUMO energy (alpha / beta) at -0.123 / -1.564 eV. The largest force on an atom comes out at 3.3 eV/A. The calculation puts the energy relative to the best compared isomer or geometry (same formula, charge and spin) at 2.119 eV.